Density functional theory data (the ωB97M-V functional and the def2-TZVPD basis) for C11H19NSn as an isolated structure at a distorted geometry.

Computed properties:
E: -699.30613 Ha
Kohn-Sham gap (spin up / spin down): 7.92 / 6.81 eV
E_HOMO (spin up / spin down): -8.117 / -7.191 eV

Each line ends with the Mulliken charge.
Element x y z (Å)
Sn: -0.1318 -0.7118 0.2289  0.857
N: -2.3857 -0.9112 0.2736  -0.557
C: 0.0280 -2.5546 -0.5125  -0.425
C: -1.2744 1.7895 -1.1309  -1.114
C: -1.4580 0.3980 3.0964  -1.258
C: 1.4046 -2.4549 -0.8864  -1.012
C: 0.8188 -0.2675 2.1594  -1.462
C: -0.3554 1.8287 -0.0440  -0.269
C: 0.8112 1.2090 -1.9365  -0.794
C: 0.0470 0.6700 3.1037  1.068
C: 0.9177 1.3879 -0.5235  -0.245
C: -0.5623 1.4114 -2.3077  -0.261
C: 0.5604 0.5562 4.5568  -1.618
H: -2.3313 2.0349 -1.0742  0.376
H: -0.9736 1.3446 -3.2991  0.477
H: -0.5517 2.2319 0.9608  0.559
H: 0.2179 1.7078 2.7771  0.054
H: -1.8826 0.4531 2.0827  0.302
H: 0.0158 1.2361 5.2261  0.402
H: 0.4205 -0.4647 4.9410  0.375
H: -0.6756 -2.5384 -1.3949  0.299
H: 1.7201 -1.9396 -1.8736  0.317
H: 2.2310 -2.6119 -0.1191  0.343
H: 1.8835 1.6138 0.0058  0.483
H: -1.6707 -0.6168 3.4572  0.312
H: 0.8926 -1.2434 2.6397  0.520
H: -0.2704 -3.1490 0.4017  0.374
H: -2.1635 -0.6794 -0.7771  0.286
H: 1.8500 0.1059 2.0872  0.385
H: 1.6250 0.8114 4.6275  0.371
H: 1.6380 1.0649 -2.6432  0.459
H: -1.9779 1.1134 3.7547  0.396